89
Properties=species:S:1:pos:R:3:mulliken_charge:R:1 method="wB97M-V/def2-TZVPD" charge=+1
C -3.718 -5.810 -4.524 -0.953
C -2.631 -4.921 -5.200 -0.215
C -1.204 -5.455 -4.998 0.413
O -0.813 -6.278 -5.720 -0.478
O -0.350 -5.053 -3.987 -0.428
C -0.894 -4.081 -3.103 0.131
C 0.166 -3.605 -2.087 -0.706
N -0.414 -2.986 -0.870 -0.037
C -1.193 -1.845 -1.172 -1.213
N -0.503 -0.678 -1.633 -0.224
S -0.212 0.366 -0.260 1.835
C 1.531 0.809 -0.148 -1.543
O -0.589 -0.307 0.950 -0.656
O -0.960 1.553 -0.507 -0.681
N -2.459 -1.825 -1.028 0.793
C -3.144 -3.045 -0.509 -0.883
N -3.155 -3.063 0.941 -0.480
C -3.302 -0.649 -1.297 -0.560
Cl -4.146 -0.158 0.225 -0.041
C -4.401 -0.944 -2.429 0.489
C -4.589 0.347 -3.281 -1.343
Cl -6.028 -1.229 -1.657 -0.115
H -4.691 -5.543 -4.969 0.334
H -3.767 -5.640 -3.436 0.179
H -3.547 -6.877 -4.736 0.337
H -2.783 -3.870 -4.904 0.126
H -2.813 -4.960 -6.285 0.417
H -1.228 -3.189 -3.674 0.261
H -1.797 -4.503 -2.626 0.045
H 0.864 -2.937 -2.638 0.273
H 0.759 -4.493 -1.813 0.510
H 0.373 -2.626 -0.326 0.469
H 0.442 -0.962 -1.914 0.558
H 1.639 1.862 -0.456 0.500
H 2.206 0.216 -0.789 0.450
H 1.914 0.755 0.884 0.414
H -2.657 -3.966 -0.862 0.456
H -4.193 -3.093 -0.840 0.382
H -2.226 -3.195 1.327 0.207
H -3.826 -3.728 1.305 0.257
H -2.762 0.250 -1.615 0.392
H -4.160 -1.826 -3.038 0.137
H -3.800 0.473 -4.037 0.371
H -5.590 0.262 -3.730 0.445
H -4.610 1.208 -2.590 0.327
C -3.759 3.312 6.227 -1.449
C -3.768 3.351 4.706 -0.211
N -2.529 3.844 4.129 0.194
C -2.633 4.135 2.707 -1.140
C -2.905 2.966 1.756 -0.338
C -1.317 3.151 4.536 -0.785
C -1.228 1.644 4.269 -0.551
H -3.519 4.293 6.642 0.332
H -4.745 3.023 6.593 0.437
H -3.044 2.585 6.615 0.297
H -4.580 4.018 4.402 0.443
H -4.027 2.351 4.328 0.148
H -1.724 4.651 2.382 0.375
H -3.433 4.871 2.576 0.395
H -2.020 2.355 1.604 -0.103
H -3.191 3.353 0.774 0.449
H -3.717 2.327 2.103 0.255
H -1.178 3.314 5.608 0.351
H -0.455 3.644 4.077 0.341
H -2.149 1.119 4.529 0.237
H -0.427 1.212 4.874 0.427
H -0.990 1.428 3.227 -0.074
C 5.388 3.708 -0.614 -1.524
C 5.522 2.507 0.313 -0.143
N 6.187 1.368 -0.295 0.131
C 6.071 0.149 0.493 -0.391
C 6.733 0.119 1.873 -1.044
C 7.506 1.625 -0.858 -0.689
C 8.587 2.180 0.074 -0.940
H 4.880 3.433 -1.541 0.327
H 4.800 4.486 -0.125 0.437
H 6.356 4.142 -0.864 0.354
H 4.507 2.206 0.599 0.261
H 6.024 2.830 1.236 0.256
H 6.447 -0.692 -0.098 0.430
H 5.001 -0.058 0.627 0.011
H 7.814 0.012 1.800 0.237
H 6.369 -0.745 2.434 0.434
H 6.508 1.007 2.463 0.264
H 7.388 2.322 -1.693 0.373
H 7.876 0.709 -1.326 0.342
H 8.215 2.980 0.716 0.253
H 9.403 2.595 -0.521 0.368
H 9.018 1.403 0.704 0.273

=====

The following is a DFT calculation (wB97M-V/def2-TZVPD) of C33H36BBr3N3O5Sc as an isolated structure.

```
82
Properties=species:S:1:pos:R:3:nbo_charge:R:1
Sc -0.486 0.740 1.890 1.538
C -1.102 -2.114 0.071 -0.247
O -1.662 -0.879 0.524 -0.582
C -3.040 -0.734 0.154 -0.081
C -3.986 -0.931 1.310 -0.087
O -3.829 0.178 2.159 -0.532
C -4.726 0.191 3.247 -0.257
H -1.332 -2.249 -0.989 0.185
H -1.509 -2.949 0.649 0.181
H -0.026 -2.052 0.186 0.230
H -3.274 -1.449 -0.638 0.192
H -3.161 0.279 -0.234 0.219
H -3.768 -1.868 1.843 0.176
H -5.013 -0.984 0.922 0.180
H -5.763 0.271 2.903 0.179
H -4.479 1.058 3.858 0.215
H -4.636 -0.725 3.848 0.157
N -1.274 -0.426 3.758 -0.882
C -1.157 -1.840 3.725 0.145
C -2.044 -2.717 4.279 -0.238
C -1.794 -4.109 4.221 -0.194
C -0.645 -4.593 3.668 -0.202
C 0.292 -3.701 3.088 -0.106
C 1.532 -4.093 2.533 -0.118
C 2.362 -3.144 2.014 -0.258
C 1.928 -1.803 1.954 0.112
N 0.768 -1.409 2.418 -0.486
C -0.006 -2.328 3.057 0.204
H -0.537 0.004 4.325 0.440
H -2.176 -0.089 4.070 0.412
H -2.919 -2.349 4.799 0.219
H -2.510 -4.790 4.662 0.222
H -0.432 -5.654 3.672 0.219
H 1.815 -5.139 2.543 0.220
H 3.331 -3.400 1.611 0.231
H 2.534 -1.047 1.477 0.235
C -1.009 1.250 -2.025 -0.655
C -1.662 2.342 -1.229 0.274
C -2.267 3.415 -1.925 -0.266
C -2.910 4.400 -1.244 -0.108
C -2.979 4.342 0.165 -0.142
C -3.667 5.270 0.983 -0.086
Br -4.560 6.756 0.208 0.043
C -3.715 5.107 2.336 -0.234
C -3.058 4.021 2.932 -0.149
Br -3.158 3.794 4.809 0.061
C -2.333 3.096 2.203 0.318
O -1.696 2.097 2.732 -0.819
C -2.325 3.259 0.784 0.178
N -1.675 2.280 0.087 -0.486
H -1.624 1.001 -2.891 0.219
H -0.853 0.363 -1.420 0.241
H -0.040 1.585 -2.398 0.247
H -2.212 3.431 -3.005 0.221
H -3.381 5.221 -1.768 0.231
H -4.253 5.810 2.956 0.241
Br 1.412 1.622 3.486 -0.554
C 5.626 0.127 -5.407 -0.605
C 4.739 -0.759 -4.532 -0.075
C 5.635 -1.790 -3.833 -0.595
C 3.743 -1.488 -5.444 -0.595
C 3.971 0.044 -3.481 -0.011
C 4.077 1.430 -3.374 -0.226
C 3.379 2.165 -2.410 -0.246
C 2.569 1.467 -1.550 0.210
O 1.784 1.918 -0.529 -0.694
B 1.139 0.805 0.057 0.438
O 1.589 -0.350 -0.679 -0.747
C 2.452 0.088 -1.644 0.289
C 3.129 -0.640 -2.591 -0.284
H 6.151 -0.494 -6.134 0.210
H 6.375 0.653 -4.813 0.211
H 5.039 0.863 -5.958 0.210
H 6.189 -2.373 -4.573 0.204
H 5.053 -2.484 -3.227 0.203
H 6.353 -1.292 -3.180 0.213
H 4.276 -2.071 -6.198 0.204
H 3.098 -0.771 -5.955 0.211
H 3.106 -2.169 -4.879 0.204
H 4.723 1.972 -4.049 0.213
H 3.482 3.239 -2.338 0.226
H 3.013 -1.715 -2.631 0.212
```

=====

29
Properties=species:S:1:pos:R:3:nbo_charge:R:1 method="wB97M-V/def2-TZVPD" charge=+1 de_lowest_ev=5.629
C -4.147 -0.228 0.273 -0.186
C -3.326 -1.036 1.034 -0.183
C -3.599 0.419 -0.781 -0.195
C -1.976 -1.219 0.694 -0.252
C -2.292 0.223 -1.131 -0.247
C -1.463 -0.592 -0.435 0.135
C 1.878 -2.150 -0.072 -0.374
C 2.142 -0.794 0.041 0.351
C 0.602 -2.570 -0.609 0.775
C 3.299 0.032 0.318 -0.728
C 0.433 0.846 0.760 -0.490
N -0.111 -0.825 -0.897 -0.438
N 1.299 1.014 -1.290 -0.654
N 0.912 0.066 -0.345 -0.007
O -0.053 -3.519 -0.819 -0.394
H -5.147 -0.356 0.469 0.228
H -3.919 -1.544 1.805 0.236
H -4.247 1.080 -1.378 0.234
H -1.284 -2.045 1.202 0.222
H -1.930 0.664 -2.168 0.229
H 2.509 -2.998 -0.121 0.288
H 2.954 0.582 1.193 0.262
H 3.777 0.778 -0.373 0.305
H 4.083 -0.698 0.781 0.274
H 1.084 1.703 0.957 0.252
H -0.625 1.296 0.735 0.289
H 0.384 0.272 1.753 0.256
H 0.502 1.624 -1.536 0.412
H 1.843 0.518 -2.038 0.400

=====

| no. | LUMO energy (eV) | HOMO energy (eV) |
| --- | --- | --- |
| 1 | -4.5 | -9.66 |
| 2 | -0.4 | -7.51 |
| 3 | -4.8 | -12.75 |